1.
ORCA calculation (wB97M-V/def2-TZVPD) on 2 unconnected molecules or ions with the total composition C6H8N4OS.

Element x y z (Å)
N: -0.6261 -1.2755 0.8302
C: 0.4378 -0.8992 0.5951
C: 1.7685 -0.3860 0.3888
C: 2.8051 -1.0649 -0.2315
C: 3.9475 -0.2615 -0.3848
C: 3.8060 1.0316 0.0607
S: 2.2520 1.2442 0.7602
H: 2.7317 -2.1163 -0.7005
H: 4.8185 -0.7266 -1.0481
H: 4.2119 1.9926 -0.2122
N: -2.8627 1.1797 0.9221
C: -2.7133 0.1810 -0.0005
N: -3.8300 -0.7651 0.0407
N: -1.8710 -0.0604 -0.9434
O: -0.8026 0.8653 -1.1219
H: -3.5943 1.1554 1.6214
H: -2.0278 1.6015 1.2786
H: -3.9664 -1.1800 0.9808
H: -3.6136 -1.4230 -0.7319
H: -0.8711 0.9072 -2.1039

Its SMILES is N#Cc1cccs1.NC(N)=NO. The calculation puts the energy above the lowest of the compared OMol25 structures with the same formula, charge and spin at 38.1 kJ/mol. The calculation puts the HOMO energy at -0.29884 hartree. The calculation puts the strongest force on any atom at 3.34 eV Å⁻¹. As for the total charge: 0. The value obtained for the total energy is -925.78151 hartree. The value obtained for the LUMO energy is 0.31 eV. The value obtained for the HOMO-LUMO gap is 0.31040 hartree.

=====

2.
ORCA calculation (wB97M-V/def2-TZVPD) on a gas-phase ion, C6H8NO2 (charge +1).

Element x y z (Å)
N: 1.2242 0.0865 1.3919
C: 0.5951 -0.1460 -0.1228
C: 1.9119 -0.3243 -0.8610
O: 2.9275 0.0506 -0.3744
C: -0.1855 1.0631 -0.4885
C: -1.5454 1.0424 -0.5575
C: -2.2370 -0.1846 -0.3002
C: -1.4844 -1.2794 -0.1295
O: -0.1428 -1.3442 -0.2088
H: 1.1313 -0.6882 2.0134
H: 0.8539 0.9392 1.9146
H: 2.2715 0.4076 1.2533
H: 1.7120 -0.7510 -1.7710
H: 0.4857 1.9775 -0.7462
H: -2.2143 1.8250 -0.7320
H: -3.3342 -0.3460 -0.3096
H: -1.9695 -2.3284 0.0282

Its SMILES is [NH3+][C@]1(C=O)C=CC=CO1. The calculation puts the energy above the lowest of the compared OMol25 structures with the same formula, charge and spin at 20.9 kJ/mol. The calculation puts the HOMO energy at -0.48423 hartree. The calculation puts the strongest force on any atom at 3.49 eV Å⁻¹. As for the total charge: +1. The value obtained for the total energy is -438.33025 hartree. The value obtained for the LUMO energy is -4.27 eV. The value obtained for the HOMO-LUMO gap is 0.32749 hartree.

=====

3.
ORCA calculation (wB97M-V/def2-TZVPD) on 2 unconnected molecules or ions with the total composition C6H8NO2P.

Element x y z (Å)
C: -0.5377 -1.5836 -0.1686
C: 0.8358 -1.5379 -0.4373
C: -1.1668 -0.5849 0.5433
C: 1.3029 -0.3456 -0.0113
C: -2.5586 -0.4083 0.8827
C: -0.3928 2.0068 -0.4599
N: 3.8073 -0.0575 -0.0067
O: 4.0512 1.0676 -0.3404
O: 4.5490 -0.9590 0.1754
P: 0.1256 0.7771 0.8275
H: -1.0909 -2.4264 -0.5927
H: 1.4471 -2.3183 -0.8539
H: -3.2250 -0.7123 0.0171
H: -2.5927 0.7287 0.7818
H: -3.0028 -0.6286 1.9081
H: -1.1139 2.7520 -0.0081
H: -0.8504 1.6893 -1.4152
H: 0.4128 2.5410 -0.8417

The calculation puts the energy above the lowest of the compared OMol25 structures with the same formula, charge and spin at 768.1 kJ/mol. The calculation puts the HOMO energy (alpha / beta) at -0.31684 / -0.32421 hartree. The calculation puts the strongest force on any atom at 3.91 eV Å⁻¹. As for the total charge: 0. The value obtained for the total energy is -779.74567 hartree. The value obtained for the LUMO energy (alpha / beta) is -0.60 / -1.38 eV. The value obtained for the HOMO-LUMO gap (alpha / beta) is 0.29496 / 0.27346 hartree.

=====

4.
ORCA calculation (wB97M-V/def2-TZVPD) on a gas-phase ion, C6H8NO2S (charge -1).

Element x y z (Å)
C: -1.9302 0.1999 0.8247
C: -0.9409 0.2932 -0.3335
C: 0.5281 0.5565 0.0275
C: 1.0101 2.1661 0.0833
O: 0.4641 2.8901 -0.7510
O: 1.8234 2.3658 0.9712
C: 1.4893 0.0504 -1.3090
N: 2.4677 -0.6696 -1.0820
C: 2.7220 -0.8341 0.3095
S: 1.1394 -0.5832 1.2840
H: -1.1874 -0.0084 1.7957
H: -2.5046 -0.7083 0.7577
H: -2.5511 1.1131 0.8689
H: -1.1900 1.3048 -0.8893
H: -0.9220 -0.6238 -0.8879
H: 0.9372 0.4861 -2.1746
H: 3.0050 -1.8098 0.4390
H: 3.4161 -0.0822 0.5474

Its SMILES is CC[C@]1(C(=O)[O-])C=NCS1. The calculation puts the energy above the lowest of the compared OMol25 structures with the same formula, charge and spin at 107.1 kJ/mol. The calculation puts the HOMO energy at -0.14700 hartree. The calculation puts the strongest force on any atom at 5.33 eV Å⁻¹. As for the total charge: -1. The value obtained for the total energy is -836.85434 hartree. The value obtained for the LUMO energy is 3.34 eV. The value obtained for the HOMO-LUMO gap is 0.26967 hartree.

=====

5.
ORCA calculation (wB97M-V/def2-TZVPD) on a gas-phase ion, C6H8NO2S (charge -1).

Element x y z (Å)
C: -0.0418 1.2440 -0.5793
C: 1.3600 1.4213 -0.7233
C: -0.4351 0.1355 0.1024
C: 2.0017 -0.7346 0.1015
C: 0.5832 -1.0245 0.3889
C: -1.8287 -0.1867 0.4732
N: 2.2363 0.5989 -0.3897
O: 1.1638 -2.4707 -1.9026
O: -0.1355 -3.5570 -0.1627
S: 0.0217 -2.3667 -1.0063
H: -0.6866 2.0020 -0.9686
H: 1.7317 2.2873 -1.1698
H: 2.7737 -0.8065 0.9501
H: 2.3599 -1.5103 -0.6107
H: 0.4268 -1.3999 1.2770
H: -2.0853 -0.5733 1.5230
H: -2.2211 -0.9775 -0.1895
H: -2.6354 0.5604 0.2204

The calculation puts the energy above the lowest of the compared OMol25 structures with the same formula, charge and spin at 178.3 kJ/mol. The calculation puts the HOMO energy at -0.11918 hartree. The calculation puts the strongest force on any atom at 5.96 eV Å⁻¹. As for the total charge: -1. The value obtained for the total energy is -836.82722 hartree. The value obtained for the LUMO energy is 3.68 eV. The value obtained for the HOMO-LUMO gap is 0.25458 hartree.

=====

6.
ORCA calculation (wB97M-V/def2-TZVPD) on 2 unconnected molecules or ions with the total composition C6H8NO2S.

Element x y z (Å)
C: -0.1196 -1.8060 -0.3986
C: 1.8642 1.0256 -0.0202
C: -0.3851 0.5525 -0.0920
C: 0.9850 -2.0082 0.2543
C: 1.8227 1.8360 1.1174
C: -2.2186 -0.8337 -0.7057
N: -0.8796 -0.6301 -0.3609
O: 2.0120 -2.1947 0.6962
O: -1.0664 1.6423 -0.0531
S: 2.6991 0.1759 -0.9943
H: -0.5944 -2.6414 -1.0489
H: 0.8458 2.3304 1.1855
H: 2.5788 2.5287 1.1351
H: 2.1990 1.1668 1.9161
H: -2.8058 -0.2387 -0.0871
H: -2.5168 -1.8181 -0.4600
H: -2.4683 -0.5006 -1.7507
H: -1.9521 1.4133 -0.3331

The calculation puts the energy above the lowest of the compared OMol25 structures with the same formula, charge and spin at 316.9 kJ/mol. The calculation puts the HOMO energy at -0.47416 hartree. The calculation puts the strongest force on any atom at 4.20 eV Å⁻¹. As for the total charge: +1. The value obtained for the total energy is -836.42121 hartree. The value obtained for the LUMO energy is -4.62 eV. The value obtained for the HOMO-LUMO gap is 0.30428 hartree.